ORCA calculation (ωB97M-V/def2-TZVPD) on 11 unconnected molecules or ions with the total composition C52H87N2O28P4.

```
173
Properties=species:S:1:pos:R:3:forces:R:3
C 1.77872 1.15186 -1.41513 -0.3 -0.5 0.9
C 0.66803 0.21328 -1.92589 -0.5 1.6 -0.1
N -0.26857 -0.08835 -0.84316 0.2 -0.3 -1.6
C -0.30310 -1.27820 -0.17853 -1.6 0.4 0.8
C -1.39852 -1.14855 0.64105 0.9 -0.9 0.9
N -1.90734 0.11088 0.52133 0.6 -0.8 -1.0
C -1.28252 0.70047 -0.50484 0.4 0.0 1.2
C -2.96806 0.64123 1.30382 -1.9 1.3 0.1
H 1.78535 1.18223 -0.31933 0.2 -0.8 0.0
H 1.55806 2.21130 -1.55095 0.3 -0.1 -1.1
H 2.72756 0.76677 -1.77936 0.2 0.6 0.0
H 0.97815 -0.69157 -2.44168 0.3 -0.2 0.5
H 0.05135 0.75026 -2.65316 0.2 0.0 -0.1
H 0.40243 -2.07522 -0.33815 0.1 0.1 0.0
H -1.81898 -1.81970 1.37263 0.1 -0.1 -0.1
H -1.52574 1.65998 -0.92801 0.2 0.1 0.1
H -2.83652 1.70955 1.46947 0.3 -0.1 -0.1
H -3.12587 0.23193 2.29712 0.6 -0.6 -0.2
H -3.91671 0.56991 0.76875 0.1 -0.3 -0.1
C -1.05358 0.82496 5.91246 1.3 -0.6 1.4
C -0.47830 0.06434 6.94488 -0.5 0.3 0.1
C 0.35520 -0.99813 6.68186 0.6 -1.3 -1.0
C 0.64684 -1.30554 5.35322 0.4 1.2 0.1
C 0.26852 -0.40390 4.36079 0.0 -1.4 -0.7
C -0.59956 0.62544 4.61458 -1.6 1.1 0.5
O -1.06117 1.41269 3.58842 0.5 -0.4 -0.8
O 0.84443 -1.78681 7.67868 -0.5 0.5 1.2
H -1.72247 1.57472 6.31232 -0.2 0.4 -0.9
H -0.69976 0.33313 7.96991 -0.1 -0.2 0.0
H 1.30733 -2.12340 5.09670 -0.1 -0.1 0.0
H 0.52526 -0.66319 3.33851 0.1 0.3 -0.1
H -1.82753 1.95927 3.80922 0.1 0.2 0.4
H 1.48915 -2.44644 7.42242 0.0 0.1 -0.6
C 3.46835 2.53003 -4.03222 1.6 -0.9 -0.1
C 2.77702 1.48246 -4.60410 0.1 -0.4 -0.4
C 3.37556 0.20960 -4.78839 -1.5 1.4 0.7
C 4.59204 -0.03584 -4.22979 1.5 0.3 -1.3
C 5.39892 1.05613 -3.83715 -0.7 -1.6 0.9
C 4.83544 2.28849 -3.69513 -1.0 1.2 0.0
O 5.50917 3.35659 -3.13981 0.0 0.3 0.2
O 2.68095 -0.79235 -5.37562 0.2 -1.2 -0.1
H 3.10061 3.52905 -3.84667 -0.3 -0.1 -0.1
H 1.75824 1.56558 -4.97033 -0.1 0.4 0.1
H 5.06204 -0.99857 -4.39189 -0.1 -0.1 0.3
H 6.37507 0.79326 -3.45050 0.2 0.5 -0.1
H 6.36398 3.51424 -3.55089 0.0 -0.2 -0.1
H 1.84169 -0.55568 -5.77468 0.1 0.5 0.1
C -1.88207 -1.41378 -3.88435 -0.5 0.2 0.6
C -1.67825 -2.78079 -3.99526 0.8 0.8 -1.1
C -2.45639 -3.69142 -3.33105 -0.9 -0.4 0.3
C -3.45859 -3.22886 -2.46212 0.3 1.5 0.0
C -3.66189 -1.84225 -2.33314 0.6 -0.9 0.3
C -2.89005 -0.94783 -3.06108 0.2 0.3 -0.2
O -3.05165 0.40335 -2.83697 -0.7 0.5 1.2
O -2.23121 -5.02574 -3.56112 -0.5 0.5 0.8
H -1.23875 -0.64822 -4.30280 0.2 -0.3 -0.4
H -0.89806 -3.09305 -4.67914 0.0 -0.4 0.2
H -4.06333 -3.80144 -1.77135 0.2 -0.7 -0.3
H -4.29448 -1.54560 -1.50673 -0.3 0.5 -0.4
H -2.80380 1.03458 -3.51221 0.2 -0.7 -0.6
H -2.46325 -5.42603 -2.70882 0.1 -0.5 -0.3
C 0.21032 5.55532 -3.38384 -0.3 -0.1 0.3
C 0.82386 6.78335 -3.36725 0.1 -0.3 0.7
C 1.49912 7.17567 -2.19012 0.5 -0.3 -1.2
C 1.57987 6.31713 -1.12167 -0.4 -0.5 0.3
C 0.98561 5.03688 -1.17131 0.1 0.5 0.3
C 0.24691 4.69688 -2.27003 -0.3 0.3 -1.8
O -0.48369 3.53208 -2.30552 -0.1 -0.9 1.7
O 2.18980 8.34015 -2.28356 -0.2 0.6 0.0
H -0.34440 5.25257 -4.26423 0.0 -0.1 0.0
H 0.79722 7.41080 -4.24548 0.1 0.2 0.1
H 2.03912 6.67229 -0.20715 0.3 -0.2 0.0
H 1.09539 4.34490 -0.34734 -0.1 0.0 0.1
H -0.79407 3.16915 -3.13235 0.4 0.8 -0.7
H 2.88793 8.43882 -1.63009 -0.2 -0.2 0.2
C -7.02874 1.40325 -0.50701 0.5 -0.7 0.6
C -5.85356 2.01239 -0.91584 -0.5 0.6 0.1
C -5.02894 2.62879 0.02168 0.0 1.3 -0.6
C -5.32020 2.70567 1.36134 -1.7 -1.7 0.4
C -6.48215 1.99925 1.76973 1.1 0.0 0.0
C -7.28674 1.32161 0.86014 -0.1 0.5 -0.1
O -8.37553 0.68332 1.37969 0.0 -0.2 0.1
O -3.93743 3.38061 -0.38682 0.0 -0.5 -0.6
H -7.65468 0.86599 -1.20851 -0.1 0.2 -0.1
H -5.72201 2.19551 -1.97654 0.4 -0.3 0.0
H -4.63857 3.15755 2.06779 -0.1 0.2 0.0
H -6.71899 1.83937 2.81340 0.0 0.4 0.1
H -8.76545 0.07154 0.74788 0.0 0.1 -0.1
H -3.97718 3.40157 -1.35178 0.2 0.1 0.1
C 4.22565 -0.47275 1.64518 -0.2 0.1 -1.1
O 4.80381 -1.70433 1.17969 0.3 -0.7 0.3
P 4.05847 -2.65633 0.16471 1.0 0.7 0.0
O 2.60208 -2.48879 0.19159 -0.2 -0.2 -0.7
O 4.63036 -4.07863 0.53759 0.6 0.4 0.8
C 4.51482 -5.21663 -0.29892 -1.5 0.0 -2.0
O 4.77203 -2.25678 -1.21948 -1.5 -0.1 0.0
C 6.17557 -2.11678 -1.35562 0.3 -0.2 0.4
H 3.46581 -0.69741 2.38788 0.3 0.3 0.4
H 3.74313 0.05963 0.81977 -0.2 -0.2 0.0
H 5.05809 0.17439 1.90015 -0.2 -0.2 0.8
H 4.71728 -4.94245 -1.34180 0.4 0.0 0.2
H 3.46058 -5.50723 -0.36932 0.1 -0.2 0.4
H 5.10765 -6.09084 -0.05398 0.3 0.5 0.7
H 6.65483 -2.97006 -0.86821 0.3 0.0 -0.3
H 6.55461 -1.20763 -0.88127 -0.3 0.0 0.1
H 6.38155 -2.05971 -2.42276 0.1 -0.2 0.1
C -0.12873 -6.96801 -4.81330 -1.0 -0.6 -2.3
O 1.09835 -6.27507 -4.57057 -0.4 -0.1 1.7
P 1.50673 -6.18382 -3.02396 1.2 0.4 0.4
O 2.03469 -7.38362 -2.33040 -0.6 1.2 -0.9
O 0.20844 -5.53140 -2.32276 0.8 0.1 -0.4
C 0.27170 -5.35640 -0.89827 -0.3 -0.7 0.4
O 2.60423 -4.98630 -3.07176 -0.8 -1.2 0.0
C 2.19775 -3.68261 -3.46434 0.2 0.8 -0.1
H -0.66305 -7.44298 -3.99542 0.5 0.2 0.5
H 0.04120 -7.71540 -5.59482 0.5 -0.3 0.5
H -0.83609 -6.32449 -5.34115 0.1 0.5 0.6
H 0.26268 -4.31800 -0.57218 0.1 0.1 -0.5
H 1.14984 -5.85298 -0.48568 0.0 0.0 0.0
H -0.61038 -5.85153 -0.49065 0.0 0.1 0.1
H 1.24690 -3.64989 -3.99813 -0.1 -0.3 0.2
H 2.93637 -3.24863 -4.13678 0.2 -0.2 0.0
H 2.16355 -3.04696 -2.57489 -0.2 0.0 0.0
C -3.40364 -3.55581 3.43078 1.0 0.6 0.8
O -3.04627 -4.01310 2.12340 -0.6 -1.2 -0.4
P -3.52330 -5.47535 1.65060 -1.3 0.9 0.3
O -3.51564 -5.64411 0.18365 0.4 -0.1 0.8
O -2.70150 -6.48858 2.54598 0.7 0.4 -0.8
C -2.33764 -7.79757 2.08085 -1.1 -0.9 0.4
O -4.99261 -5.57723 2.34382 1.1 0.2 -1.0
C -5.89037 -6.54671 1.77868 -0.4 0.0 0.0
H -2.58210 -2.90272 3.74184 0.0 0.0 0.0
H -3.43081 -4.36398 4.16026 -0.3 0.0 -0.1
H -4.30315 -2.94190 3.44639 -0.2 -0.4 -0.3
H -3.03553 -8.19386 1.33948 0.0 0.4 -0.2
H -2.53090 -8.41746 2.95679 0.7 -0.2 -0.1
H -1.33083 -7.89226 1.68633 0.1 0.4 0.3
H -5.51617 -7.01347 0.86737 0.2 0.1 0.0
H -6.80323 -6.01398 1.51711 -0.1 -0.1 0.1
H -6.08499 -7.31852 2.52197 -0.1 0.1 0.0
C -4.28184 6.43123 4.01797 -1.4 -0.1 -0.8
O -2.93619 6.14559 4.35474 0.5 -0.8 -0.3
P -2.19019 4.94180 3.60210 0.3 1.8 0.3
O -2.94158 3.67576 3.58220 0.6 -0.2 -0.1
O -1.89535 5.61847 2.17124 -0.1 -0.8 0.7
C -1.67848 4.81265 0.99927 -0.6 -0.2 -0.2
O -0.79296 4.93322 4.37134 -0.8 -0.5 -0.5
C 0.12987 6.03443 4.24092 -0.2 -0.2 -0.1
H -4.97040 6.30083 4.85154 0.5 0.2 0.4
H -4.72228 5.77660 3.25642 0.6 -0.3 -0.1
H -4.38320 7.42485 3.58456 0.3 0.2 0.4
H -0.69599 5.01327 0.58710 -0.1 0.1 0.1
H -2.47100 5.04351 0.29342 0.2 0.4 -0.1
H -1.81953 3.74324 1.16601 0.3 0.0 0.4
H 1.02638 5.72814 4.77025 0.0 0.1 0.1
H -0.31248 6.92671 4.67834 0.1 0.0 0.0
H 0.35138 6.20106 3.18782 0.0 0.1 0.0
C 7.02236 1.79599 0.88466 -1.2 1.2 -0.5
O 5.79299 2.39135 1.34250 0.1 -0.6 0.5
C 4.92207 2.70917 0.30656 0.0 2.0 -1.4
C 3.60959 3.35838 0.70626 0.8 0.6 1.0
O 2.77620 2.56940 1.52459 -0.5 -0.2 -0.7
C 1.99159 3.31861 2.44570 0.8 -0.7 0.6
H 7.44127 2.35816 0.04055 -0.3 0.0 -0.3
H 6.70070 0.81374 0.54256 1.0 -0.5 0.2
H 7.76968 1.95048 1.65580 -0.2 -0.9 0.4
H 4.71143 2.02978 -0.53441 0.4 -1.0 0.7
H 5.41654 3.54493 -0.22204 -0.2 0.0 -0.3
H 3.15455 3.70175 -0.23131 -0.3 -0.3 0.0
H 3.85094 4.28598 1.24340 0.1 0.0 0.1
H 1.59721 4.25152 2.03896 -0.1 0.0 -0.1
H 2.63808 3.51517 3.30893 -0.1 0.5 0.0
H 1.20469 2.66769 2.82480 -0.2 0.1 -0.3
```
Positions in Å, forces in eV/Å.

Computed properties:
F_max = 2.59 eV/Å
charge = +1
HOMO-LUMO gap = 7.34 eV
ΔE to the lowest compared entry with this formula, charge and spin = 189.34 kJ/mol
calculated total energy = -152801.3703 eV